Record 1
Entry from the Open Molecules 2025 dataset: a cluster of 2 separate species, C2H3BrN2S in total in a non-equilibrium geometry (ωB97M-V/def2-TZVPD).

As for the LUMO energy: -0.781 eV. The calculation puts the frontier orbital gap at 8.3 eV. Its electronic energy is -3159.59005 Eh. The largest force on an atom comes out at 7.5 eV/A. The total charge is 0. The calculation puts the energy relative to the best compared isomer or geometry (same formula, charge and spin) at 305.3 kJ/mol. The calculation puts the HOMO energy at -9.05 eV.

Cartesian coordinates (Å):
C  -0.82  -1.22  1.82
C  3.36  0.80  -0.01
N  -0.40  -0.38  1.02
N  0.02  0.23  0.15
S  4.05  2.20  0.52
Br  4.32  -0.83  -0.17
H  -0.17  -1.28  2.79
H  -1.67  -1.70  1.87
H  2.23  0.59  -0.12

---

Record 2
Entry from the Open Molecules 2025 dataset: a structure of composition C2H3BrNO in a non-equilibrium geometry (ωB97M-V/def2-TZVPD).

As for the LUMO energy: 4.012 eV. The calculation puts the frontier orbital gap at 8.1 eV. Its electronic energy is -2781.88825 Eh. The largest force on an atom comes out at 1.8 eV/A. The total charge is -1. The calculation puts the energy relative to the best compared isomer or geometry (same formula, charge and spin) at 295.2 kJ/mol. The calculation puts the HOMO energy at -4.05 eV.

Cartesian coordinates (Å):
C  -0.50  -0.56  0.46
C  0.22  1.01  -1.40
N  -0.21  0.04  -0.60
O  -0.34  -0.24  -2.04
Br  0.79  0.32  3.17
H  -0.09  -0.39  1.47
H  -1.13  -1.39  0.32
H  1.27  1.22  -1.36

---

Record 3
Entry from the Open Molecules 2025 dataset: a structure of composition C2H3BrNZn in a non-equilibrium geometry (ωB97M-V/def2-TZVPD).

As for the LUMO energy: -9.445 eV. The calculation puts the frontier orbital gap at 4.9 eV. Its electronic energy is -4485.73690 Eh. The largest force on an atom comes out at 2.5 eV/A. The total charge is +1. The calculation puts the energy relative to the best compared isomer or geometry (same formula, charge and spin) at 0.0 kJ/mol. The calculation puts the HOMO energy at -14.39 eV.

Cartesian coordinates (Å):
Zn  -2.24  -2.84  0.59
Br  -0.40  -1.86  1.93
C  0.18  0.44  -0.63
C  0.99  1.58  -0.06
N  1.63  2.43  0.41
H  -0.24  0.56  -1.63
H  -0.64  0.20  0.06
H  0.71  -0.51  -0.66

---

Record 4
Entry from the Open Molecules 2025 dataset: a cluster of 2 separate species, C2H3BrO in total in a non-equilibrium geometry (ωB97M-V/def2-TZVPD).

As for the LUMO energy: 0.288 eV. The calculation puts the frontier orbital gap at 9.4 eV. Its electronic energy is -2727.01976 Eh. The largest force on an atom comes out at 2.4 eV/A. The total charge is 0. The calculation puts the energy relative to the best compared isomer or geometry (same formula, charge and spin) at 620.0 kJ/mol. The calculation puts the HOMO energy at -9.12 eV.

Cartesian coordinates (Å):
C  -0.83  -1.18  0.53
C  -0.90  -0.07  0.08
O  2.68  1.41  -0.19
Br  2.61  -0.22  -0.40
H  -0.60  -2.26  0.67
H  1.69  -0.78  0.54
H  -1.26  0.93  -0.27

---

Record 5
Entry from the Open Molecules 2025 dataset: the molecule C2H3BrO in a non-equilibrium geometry (ωB97M-V/def2-TZVPD).

As for the LUMO energy (spin up / spin down): -1.023 / -1.031 eV. The calculation puts the frontier orbital gap (spin up / spin down) at 8.8 / 8.8 eV. Its electronic energy is -2727.11099 Eh. The largest force on an atom comes out at 11.0 eV/A. The total charge is 0. The calculation puts the energy relative to the best compared isomer or geometry (same formula, charge and spin) at 380.5 kJ/mol. The calculation puts the HOMO energy (spin up / spin down) at -9.84 / -9.82 eV.

Cartesian coordinates (Å):
C  0.65  -0.21  -0.13
C  -0.74  0.13  0.03
O  -1.73  0.48  -1.24
Br  -1.47  0.46  1.65
H  1.05  -0.89  -0.92
H  0.98  -0.63  0.79
H  1.26  0.64  -0.19

---

Record 6
Entry from the Open Molecules 2025 dataset: a cluster of 2 separate species, C2H3BrO2 in total in a non-equilibrium geometry (ωB97M-V/def2-TZVPD).

As for the LUMO energy: -0.408 eV. The calculation puts the frontier orbital gap at 8.7 eV. Its electronic energy is -2802.27318 Eh. The largest force on an atom comes out at 5.3 eV/A. The total charge is 0. The calculation puts the energy relative to the best compared isomer or geometry (same formula, charge and spin) at 631.0 kJ/mol. The calculation puts the HOMO energy at -9.08 eV.

Cartesian coordinates (Å):
C  -0.22  -0.80  -1.20
C  -0.43  -0.14  0.50
O  -0.22  -1.96  -0.94
O  0.29  1.73  1.11
Br  1.04  -0.67  1.34
H  0.27  -0.49  -2.17
H  -1.57  -0.03  0.81
H  0.84  2.37  0.55

---

Record 7
Entry from the Open Molecules 2025 dataset: the molecule C2H3BrOS in a non-equilibrium geometry (ωB97M-V/def2-TZVPD).

As for the LUMO energy: -0.271 eV. The calculation puts the frontier orbital gap at 8.3 eV. Its electronic energy is -3125.37830 Eh. The largest force on an atom comes out at 5.0 eV/A. The total charge is 0. The calculation puts the energy relative to the best compared isomer or geometry (same formula, charge and spin) at 152.1 kJ/mol. The calculation puts the HOMO energy at -8.59 eV.

Cartesian coordinates (Å):
C  -0.15  0.14  -0.69
O  -1.38  0.88  -0.84
C  -2.53  0.56  -0.31
S  -3.85  1.87  -0.25
Br  -2.87  -1.16  0.44
H  0.02  -0.02  0.34
H  0.56  0.73  -1.23
H  -0.23  -0.72  -1.24

---

Record 8
Entry from the Open Molecules 2025 dataset: a cluster of 2 separate species, C2H3BrS in total in a non-equilibrium geometry (ωB97M-V/def2-TZVPD).

As for the LUMO energy (spin up / spin down): -0.452 / -0.642 eV. The calculation puts the frontier orbital gap (spin up / spin down) at 7.7 / 7.6 eV. Its electronic energy is -3050.03127 Eh. The largest force on an atom comes out at 2.2 eV/A. The total charge is 0. The calculation puts the energy relative to the best compared isomer or geometry (same formula, charge and spin) at 384.3 kJ/mol. The calculation puts the HOMO energy (spin up / spin down) at -8.17 / -8.24 eV.

Cartesian coordinates (Å):
C  -0.26  1.52  0.02
C  -0.15  -1.42  0.05
S  1.24  2.04  -0.15
Br  1.70  -1.27  0.17
H  -1.23  2.15  -0.19
H  -0.55  -1.89  0.90
H  -0.75  -1.13  -0.80

---

Among the records above, which one has the highest energy relative to the best compared isomer or geometry (same formula, charge and spin)?
C2H3BrO2

---

Among the records above, which one has the lowest electronic energy?
C2H3BrNZn

---

What is the formula in the seventh record?
C2H3BrOS

---

Which value of total charge does entry 5 give?
0